Record 1
ORCA calculation (wB97M-V/def2-TZVPD) on a 2-piece molecular cluster, CH4NS overall.

Each line ends with the Mulliken charge.
Cartesian coordinates (Å):
C  0.53  0.28  -0.57  -0.17
N  1.70  0.36  -0.07  -0.62
H  -0.08  1.16  -0.76  0.23
H  0.06  -0.67  -0.81  0.20
H  2.04  -0.58  0.16  0.21
S  -2.04  -0.02  0.42  -0.81
H  -2.20  -0.53  1.63  -0.05

Charge: -1
Multiplicity: 1
HOMO level: -2.6345 eV
Energy relative to the best compared isomer or geometry (same formula, charge and spin): 9.6 kcal/mol
Max |F|: 0.7 eV Å⁻¹

***

Record 2
ORCA calculation (wB97M-V/def2-TZVPD) on H39O20 as an isolated structure at a distorted geometry.

Each line ends with the Mulliken charge.
Cartesian coordinates (Å):
O  2.97  1.37  -2.11  -0.79
H  3.62  1.27  -2.70  0.11
O  3.19  0.89  0.41  -0.84
H  3.02  1.05  -0.87  0.33
H  3.89  0.24  0.40  0.20
O  3.12  4.16  0.26  -0.64
H  2.94  3.78  -0.63  0.29
H  3.79  4.87  0.09  0.28
O  0.71  0.08  -2.71  -0.79
H  0.26  0.62  -1.98  0.29
H  1.59  0.50  -2.59  0.41
O  0.48  -0.75  1.23  -0.48
H  0.33  -0.21  0.42  0.37
H  1.30  -0.84  1.55  0.16
O  -2.08  2.07  -1.14  -0.68
H  -2.29  2.98  -0.63  0.36
H  -1.09  2.37  -1.13  0.30
O  -0.83  -3.75  2.70  -0.40
H  -0.92  -4.59  2.27  0.23
H  -0.92  -4.01  3.49  0.21
O  0.34  1.56  -0.38  0.05
H  0.10  1.85  0.51  0.23
H  1.31  1.59  -0.39  -0.08
O  -2.54  -3.22  -1.04  -0.58
H  -3.19  -2.58  -0.58  0.27
H  -1.64  -3.02  -0.84  0.29
O  -0.70  3.94  0.19  -0.66
H  -0.84  4.54  0.99  0.35
H  0.23  4.09  -0.25  0.25
O  -2.10  -1.35  1.21  -0.52
H  -1.45  -1.28  0.52  0.21
H  -1.45  -1.61  1.84  0.28
O  1.69  2.34  1.84  -0.65
H  2.16  3.09  1.52  0.36
H  2.32  1.70  1.47  0.22
O  1.11  -4.15  -0.55  -0.72
H  0.78  -4.34  -1.52  0.31
H  1.34  -3.21  -0.76  0.28
O  -0.91  -1.75  -2.21  -0.41
H  -0.06  -1.26  -2.39  0.32
H  -1.45  -1.00  -2.23  0.23
O  -3.52  -3.81  -3.01  -0.67
H  -3.62  -4.43  -2.29  0.30
H  -2.54  -3.51  -2.87  0.37
O  -3.20  1.25  1.87  -0.63
H  -2.93  0.97  1.07  0.32
H  -3.26  0.34  2.41  0.32
O  -0.44  3.69  2.57  -0.70
H  0.15  3.12  2.39  0.33
H  -1.28  3.20  2.71  0.36
O  1.34  2.72  -5.07  -0.61
H  2.21  2.35  -4.71  0.31
H  0.82  3.27  -4.60  0.28
O  -1.53  -2.31  4.75  -0.66
H  -1.59  -1.71  3.99  0.32
H  -2.43  -2.41  5.15  0.31
O  2.51  -3.13  1.11  -0.66
H  1.69  -2.60  0.95  0.39
H  2.22  -4.07  0.92  0.34

Charge: -1
Multiplicity: 1
HOMO level: -7.1147 eV
Energy relative to the best compared isomer or geometry (same formula, charge and spin): 177.7 kcal/mol
Max |F|: 10.8 eV Å⁻¹

***

Record 3
ORCA calculation (wB97M-V/def2-TZVPD) on one molecule with the formula C5H11N.

Each line ends with the Mulliken charge.
Cartesian coordinates (Å):
C  -0.39  2.02  1.65  -1.15
C  0.00  1.55  0.23  -0.27
C  0.22  0.07  0.45  -0.56
C  -0.81  -0.71  -0.27  -0.27
N  0.15  -1.07  -1.31  -0.30
C  0.94  -2.27  -1.05  -0.82
H  -1.17  1.40  2.09  0.33
H  0.48  1.97  2.32  0.31
H  -0.76  3.05  1.62  0.35
H  -0.81  1.81  -0.47  0.33
H  0.91  2.08  -0.06  0.29
H  0.67  -0.30  -1.71  0.29
H  -1.68  -0.20  -0.70  0.27
H  -1.13  -1.64  0.22  0.27
H  1.74  -2.34  -1.79  0.34
H  0.29  -3.14  -1.18  0.28
H  1.37  -2.28  -0.05  0.33

Multiplicity: 1
HOMO level: -8.0465 eV
Energy relative to the best compared isomer or geometry (same formula, charge and spin): 92.5 kcal/mol
Max |F|: 0.3 eV Å⁻¹

***

Record 4
ORCA calculation (wB97M-V/def2-TZVPD) on a 2-piece molecular cluster, C6H14O2S overall at a distorted geometry.

Each line ends with the Mulliken charge.
Cartesian coordinates (Å):
C  -1.52  -1.73  -1.07  -1.22
C  0.82  -1.99  0.05  -1.36
C  0.25  1.73  2.02  -1.02
C  -0.45  -1.13  -0.10  0.39
C  0.98  1.24  0.78  -0.03
C  -0.31  0.34  -0.57  0.20
O  -1.47  1.04  -0.50  -0.46
O  0.45  0.66  -1.79  -0.51
S  1.73  2.49  -0.31  -0.24
H  -1.28  -1.43  -2.14  0.27
H  -1.39  -2.84  -1.07  0.40
H  -2.50  -1.45  -0.74  0.31
H  1.45  -1.95  -0.93  0.25
H  0.35  -2.98  0.08  0.40
H  1.32  -1.72  0.94  0.39
H  -0.19  2.71  1.85  0.26
H  -0.53  0.92  2.44  0.19
H  0.98  2.01  2.79  0.37
H  -0.87  -1.23  0.93  0.19
H  1.72  0.41  0.97  0.30
H  -1.32  1.69  -1.18  0.44
H  1.07  -0.13  -1.91  0.36
H  0.70  3.34  -0.55  0.10

Multiplicity: 1
HOMO level: -7.6585 eV
Energy relative to the best compared isomer or geometry (same formula, charge and spin): 28.3 kcal/mol
Max |F|: 5.5 eV Å⁻¹

***

Record 5
ORCA calculation (wB97M-V/def2-TZVPD) on a 2-piece molecular cluster, C3H4N2O2S2 overall at a distorted geometry.

Each line ends with the Mulliken charge.
Cartesian coordinates (Å):
C  1.98  -0.72  1.89  -0.06
C  0.34  -1.13  -0.40  -0.22
C  -0.85  -0.61  -0.53  0.07
N  -1.47  0.30  0.20  -0.36
N  0.98  -2.20  -1.09  0.90
O  1.79  -2.95  -0.57  -0.56
O  0.51  -2.31  -2.23  -0.53
S  2.10  0.68  2.65  0.14
S  1.22  2.10  1.75  -0.31
H  2.51  -1.59  2.45  0.27
H  -1.54  -1.21  -1.06  0.34
H  -2.23  0.87  -0.11  0.27
H  -0.85  0.99  0.84  0.07

Multiplicity: 3
HOMO level (alpha / beta): -9.0195 / -9.0555 eV
Energy relative to the best compared isomer or geometry (same formula, charge and spin): 118.9 kcal/mol
Max |F|: 6.1 eV Å⁻¹

***

Record 6
ORCA calculation (wB97M-V/def2-TZVPD) on a 3-piece molecular cluster, C5H11NO overall at a distorted geometry.

Each line ends with the Mulliken charge.
Cartesian coordinates (Å):
C  -0.23  -0.34  0.02  0.42
C  -0.62  0.57  -2.02  -0.64
C  0.90  0.38  -0.23  -0.72
C  -1.36  0.16  0.85  -1.35
C  1.70  -0.68  1.66  -0.36
O  -1.53  1.61  -1.90  -0.49
N  2.15  -1.80  1.30  -0.51
H  -2.36  1.27  -1.55  0.34
H  -0.20  -1.41  -0.18  0.34
H  2.74  -2.28  1.99  0.22
H  0.22  0.91  -2.60  0.39
H  -1.04  -0.37  -2.41  0.34
H  0.93  1.44  -0.01  0.31
H  1.71  -0.06  -0.80  0.40
H  1.93  -0.23  2.65  0.26
H  -2.32  -0.13  0.42  0.34
H  -1.33  1.25  0.97  0.31
H  -1.31  -0.30  1.84  0.39

Multiplicity: 1
HOMO level (alpha / beta): -6.0558 / -6.0593 eV
Energy relative to the best compared isomer or geometry (same formula, charge and spin): 166.4 kcal/mol
Max |F|: 3.7 eV Å⁻¹

***

Record 7
ORCA calculation (wB97M-V/def2-TZVPD) on a 10-piece molecular cluster, C23H44Cl18N2O3Si overall at a distorted geometry.

Each line ends with the Mulliken charge.
Cartesian coordinates (Å):
C  -0.52  -3.23  -2.54  -1.04
Si  -1.21  -4.38  -1.24  0.48
C  -2.80  -5.12  -1.95  -1.09
C  0.01  -5.80  -1.04  -1.14
O  -1.66  -3.62  0.19  -0.36
C  -0.81  -3.88  1.32  0.16
C  -1.50  -3.37  2.59  -1.17
N  -1.01  -2.07  3.08  -0.02
C  0.32  -2.06  3.41  0.51
O  0.92  -3.07  3.72  -0.60
O  0.99  -0.87  3.39  -0.40
C  0.90  -0.21  2.10  0.85
C  2.13  0.64  1.83  -0.74
C  3.12  0.03  0.83  -1.08
C  2.50  -0.47  -0.48  -0.57
N  1.57  0.50  -1.04  0.54
C  1.92  1.54  -1.86  -0.84
C  0.78  2.23  -2.21  -1.21
C  -0.35  1.61  -1.58  -1.01
C  0.22  0.56  -0.90  -0.49
H  0.50  -2.92  -2.30  0.24
H  -1.10  -2.32  -2.70  0.28
H  -0.44  -3.75  -3.50  0.39
H  -3.58  -4.36  -1.98  0.30
H  -2.58  -5.35  -3.00  0.34
H  -3.09  -6.00  -1.39  0.29
H  1.03  -5.42  -1.04  0.31
H  -0.12  -6.45  -1.90  0.41
H  -0.13  -6.38  -0.13  0.37
H  -0.66  -4.95  1.49  0.18
H  0.14  -3.38  1.15  0.33
H  -1.34  -4.11  3.37  0.26
H  -2.57  -3.27  2.46  0.47
H  -1.28  -1.29  2.50  0.21
H  0.02  0.45  2.14  0.04
H  0.68  -0.95  1.33  -0.29
H  1.78  1.59  1.45  0.15
H  2.63  0.77  2.78  0.60
H  3.95  0.72  0.65  0.35
H  3.57  -0.84  1.33  0.46
H  1.97  -1.41  -0.34  -0.05
H  3.31  -0.59  -1.20  0.49
H  2.94  1.77  -2.18  0.88
H  0.73  3.09  -2.86  0.47
H  -1.38  1.87  -1.66  1.01
H  -0.38  -0.13  -0.33  0.74
Cl  3.34  4.05  1.89  -0.11
C  2.37  4.32  3.35  -0.29
Cl  2.04  2.80  4.20  -0.16
H  2.92  4.98  4.01  0.26
H  1.43  4.77  3.06  0.30
Cl  -2.57  1.02  -4.04  -0.11
C  -1.90  1.06  -5.67  0.00
Cl  -0.25  0.44  -5.72  -0.16
H  -2.52  0.45  -6.32  0.29
H  -1.90  2.09  -6.02  -0.02
Cl  -3.63  -5.61  2.14  -0.03
C  -4.51  -5.87  3.65  -0.16
Cl  -4.05  -4.69  4.89  -0.17
H  -5.57  -5.77  3.45  0.08
H  -4.30  -6.86  4.02  0.28
Cl  -1.96  2.17  0.44  -0.09
C  -2.90  2.45  1.92  -0.42
Cl  -3.43  0.93  2.65  -0.15
H  -2.29  2.98  2.63  0.26
H  -3.78  3.04  1.67  0.37
Cl  6.02  3.39  -3.88  -0.17
C  5.10  4.50  -2.87  0.00
Cl  3.71  3.69  -2.11  -0.06
H  5.75  4.89  -2.09  -0.06
H  4.73  5.31  -3.49  0.32
Cl  2.38  7.28  4.26  -0.15
C  3.45  8.21  3.22  -0.29
Cl  4.93  7.32  2.83  -0.14
H  2.93  8.44  2.30  0.27
H  3.73  9.13  3.73  0.33
Cl  -6.65  -9.53  4.89  -0.14
C  -6.74  -8.97  3.22  -0.23
Cl  -7.39  -7.32  3.12  -0.16
H  -5.74  -8.97  2.80  0.23
H  -7.39  -9.63  2.66  0.32
Cl  -4.62  1.91  -8.06  -0.14
C  -4.70  3.59  -7.51  -0.28
Cl  -3.09  4.32  -7.40  -0.15
H  -5.29  4.16  -8.22  0.32
H  -5.16  3.62  -6.53  0.26
Cl  8.87  9.04  0.01  -0.17
C  7.41  8.09  0.33  -0.17
Cl  7.07  6.95  -0.98  -0.14
H  7.56  7.52  1.25  0.20
H  6.57  8.76  0.44  0.26

Multiplicity: 1
HOMO level: -7.9167 eV
Max |F|: 3.2 eV Å⁻¹